The following is a DFT calculation (ωB97M-V with the def2-TZVPD basis set) of a single I2S2 molecule.

Its highest occupied orbital energy is -9.113 eV. As for the SMILES: ISSI. Its charge is 0. Its largest force on an atom is 2.4 eV/Å. Its total energy is -37872.0560 eV. The calculation puts the gap between HOMO and LUMO at 8.033 eV.

CARTESIAN COORDINATES (ANGSTROEM)
I (-2.3968, 0.8145, -0.1074)
S (-0.8513, -0.8479, 0.6248)
S (0.8704, -0.7779, -0.5993)
I (2.3778, 0.8113, 0.0819)


The following is a DFT calculation (ωB97M-V with the def2-TZVPD basis set) of a single C23H33N3O5S molecule.

Its highest occupied orbital energy is -8.825 eV. As for the SMILES: CCOCCCNC(=O)c1cn(CC)c2ccc(S(=O)(=O)N3CCC(C)CC3)cc2c1=O. Its charge is 0. Its largest force on an atom is 1.0 eV/Å. Its total energy is -49930.6568 eV. The calculation puts the gap between HOMO and LUMO at 8.755 eV.

CARTESIAN COORDINATES (ANGSTROEM)
C (-8.7532, -0.1247, -0.4004)
C (-7.3749, -0.3922, -0.9830)
O (-7.0607, -1.7528, -0.7693)
C (-5.7920, -2.1464, -1.2431)
C (-5.1889, -3.1475, -0.2594)
C (-4.7997, -2.4511, 1.0481)
N (-3.6417, -1.6095, 0.8758)
C (-3.6936, -0.2712, 0.8475)
O (-4.7034, 0.3904, 1.0467)
C (-2.3843, 0.4021, 0.5628)
C (-2.3974, 1.7624, 0.6247)
N (-1.3419, 2.5638, 0.3987)
C (-1.4419, 4.0164, 0.5035)
C (-2.8087, 4.5475, 0.9066)
C (-0.1341, 1.9964, 0.0491)
C (1.0041, 2.7770, -0.2193)
C (2.1928, 2.1829, -0.5740)
C (2.2801, 0.8012, -0.6781)
S (3.8598, 0.0933, -1.1349)
O (4.4625, 0.9353, -2.1269)
O (3.6727, -1.2957, -1.4454)
N (4.6863, 0.3435, 0.3037)
C (4.3581, -0.6098, 1.3436)
C (5.1103, -1.9314, 1.1879)
C (6.6179, -1.6852, 1.0992)
C (7.3721, -2.9948, 0.8918)
C (6.8892, -0.7063, -0.0456)
C (6.1083, 0.5886, 0.1684)
C (1.1868, 0.0158, -0.4219)
C (-0.0310, 0.5938, -0.0500)
C (-1.1673, -0.3011, 0.2272)
O (-1.0468, -1.5241, 0.1683)
H (-8.7460, -0.3320, 0.6657)
H (-9.0288, 0.9139, -0.5608)
H (-9.4885, -0.7695, -0.8743)
H (-6.6246, 0.2433, -0.4901)
H (-7.3685, -0.1681, -2.0624)
H (-5.1284, -1.2768, -1.3335)
H (-5.8936, -2.6021, -2.2405)
H (-4.3107, -3.6174, -0.7054)
H (-5.9340, -3.9141, -0.0483)
H (-5.6258, -1.8181, 1.3795)
H (-4.5812, -3.1965, 1.8188)
H (-2.7538, -2.0451, 0.6346)
H (-3.3397, 2.2227, 0.8798)
H (-1.1729, 4.4436, -0.4691)
H (-0.7054, 4.3499, 1.2431)
H (-3.1074, 4.1812, 1.8854)
H (-2.7470, 5.6320, 0.9575)
H (-3.5707, 4.2888, 0.1762)
H (0.9641, 3.8512, -0.1562)
H (3.0696, 2.7706, -0.7920)
H (3.2797, -0.7748, 1.3015)
H (4.6028, -0.1427, 2.3046)
H (4.7683, -2.4168, 0.2730)
H (4.8791, -2.5804, 2.0346)
H (6.9562, -1.2264, 2.0373)
H (7.1817, -3.6799, 1.7148)
H (8.4432, -2.8145, 0.8339)
H (7.0522, -3.4704, -0.0323)
H (6.5666, -1.1527, -0.9887)
H (7.9557, -0.4840, -0.1133)
H (6.2278, 1.2587, -0.6833)
H (6.4458, 1.0970, 1.0782)
H (1.2448, -1.0584, -0.5144)


The following is a DFT calculation (ωB97M-V with the def2-TZVPD basis set) of a gas-phase ion, C11H13O2 (charge +1).

Its highest occupied orbital energy (spin up / spin down) is -12.505 / -12.505 eV. Its charge is +1. Its largest force on an atom is 6.9 eV/Å. Its total energy is -15699.8490 eV. The calculation puts the gap between HOMO and LUMO (spin up / spin down) at 7.746 / 7.746 eV.

CARTESIAN COORDINATES (ANGSTROEM)
C (-0.1056, 2.2105, 1.7816)
C (-0.3771, 0.9197, 1.1357)
C (0.2873, 0.9070, 0.0014)
C (0.7553, 2.7406, 0.8815)
C (-1.3511, -0.0655, 1.4970)
C (0.0372, -1.0523, -0.9081)
C (-1.6438, -1.1677, 0.7348)
C (1.7095, 3.9419, 0.9723)
C (-2.7055, -2.2663, 1.2611)
C (1.3929, -3.0822, -1.4618)
C (0.9126, -1.6218, -1.8654)
O (0.9815, 1.9725, -0.1793)
O (-0.9694, -1.5495, -0.3711)
H (-0.6976, 2.7138, 2.5451)
H (-1.8907, 0.1350, 2.3893)
H (1.2956, 4.8389, 1.4397)
H (2.5200, 3.6305, 1.6975)
H (2.2035, 4.2832, 0.0363)
H (-2.6779, -1.9559, 2.2503)
H (-2.3305, -3.3221, 1.0328)
H (-3.7395, -2.2035, 0.8766)
H (0.8241, -3.7673, -2.1461)
H (1.2279, -3.2509, -0.3203)
H (2.4090, -3.2013, -1.4550)
H (0.2445, -1.6054, -2.7528)
H (1.8146, -0.9323, -1.9626)


The following is a DFT calculation (ωB97M-V with the def2-TZVPD basis set) of a molecular structure, CuI.

Its highest occupied orbital energy (spin up / spin down) is -16.084 / -15.781 eV. Its charge is +1. As for the multiplicity: 2. Its largest force on an atom is 2.6 eV/Å. Its total energy is -52731.1230 eV. As for the expectation value of S²: 0.75. The calculation puts the gap between HOMO and LUMO (spin up / spin down) at 9.867 / 6.606 eV.

CARTESIAN COORDINATES (ANGSTROEM)
Cu (-0.5262, 0.9799, -0.0253)
I (0.5262, -0.9799, 0.0253)


The following is a DFT calculation (ωB97M-V with the def2-TZVPD basis set) of a molecular structure, C35H37InN5O6.

Its highest occupied orbital energy is -10.485 eV. Its charge is +1. Its largest force on an atom is 1.6 eV/Å. Its total energy is -61799.1471 eV. The calculation puts the gap between HOMO and LUMO at 8.172 eV.

CARTESIAN COORDINATES (ANGSTROEM)
In (0.3793, -1.0416, -1.7334)
C (-2.4730, 4.0188, 0.9731)
O (-1.9799, 2.7595, 1.3731)
C (-2.4407, 2.2331, 2.5479)
C (-3.3155, 2.8956, 3.4010)
C (-3.7066, 2.3339, 4.6032)
C (-3.2518, 1.0792, 4.9643)
C (-2.3934, 0.4013, 4.1186)
C (-1.9794, 0.9567, 2.9135)
N (-1.0176, 0.2302, 2.1727)
C (-0.9714, -0.0861, 0.8527)
N (-1.9949, 0.3456, 0.0936)
C (-2.2677, 0.3881, -1.2726)
C (-1.4841, -0.0845, -2.3120)
C (-1.9132, 0.0280, -3.6223)
C (-3.1293, 0.6187, -3.9179)
C (-3.9293, 1.0985, -2.8940)
C (-3.5160, 0.9734, -1.5817)
O (-4.2850, 1.4526, -0.5329)
C (-5.3960, 0.6373, -0.1860)
N (-0.0050, -0.8427, 0.4000)
C (1.0349, -1.2702, 1.2636)
C (2.2392, -0.5719, 1.2158)
C (3.2986, -0.9054, 2.0347)
C (3.1825, -1.9815, 2.9004)
C (2.0173, -2.7181, 2.9189)
C (0.9272, -2.3777, 2.1163)
O (-0.1910, -3.1407, 2.3129)
C (-1.0077, -3.4875, 1.2180)
H (-2.0054, 4.2209, 0.0126)
H (-2.1982, 4.8021, 1.6844)
H (-3.5584, 4.0010, 0.8464)
H (-3.6762, 3.8749, 3.1375)
H (-4.3629, 2.8898, 5.2538)
H (-3.5494, 0.6364, 5.9010)
H (-2.0223, -0.5773, 4.3858)
H (-0.3581, -0.2783, 2.7512)
H (-2.6850, 0.9062, 0.5878)
H (-1.2979, -0.3698, -4.4168)
H (-3.4601, 0.7018, -4.9407)
H (-4.8831, 1.5568, -3.1066)
H (-6.1058, 1.2861, 0.3230)
H (-5.0880, -0.1662, 0.4936)
H (-5.8689, 0.1967, -1.0671)
H (2.3043, 0.2551, 0.5225)
H (4.2052, -0.3224, 2.0078)
H (3.9975, -2.2436, 3.5568)
H (1.9059, -3.5673, 3.5724)
H (-1.5433, -4.3835, 1.5334)
H (-0.4036, -3.7173, 0.3359)
H (-1.7312, -2.7003, 0.9770)
C (4.2185, -3.1711, -0.7342)
C (2.7929, -3.0005, -1.1970)
O (2.4241, -1.8230, -1.4120)
C (1.9789, -4.1661, -1.3501)
C (2.4513, -5.4308, -0.9213)
C (1.6913, -6.5598, -1.0346)
C (0.4116, -6.4872, -1.5995)
C (-0.0766, -5.2895, -2.0415)
C (0.6765, -4.0936, -1.9353)
O (0.1268, -3.0091, -2.3886)
H (4.7165, -2.2038, -0.7434)
H (4.7481, -3.8688, -1.3791)
H (4.2199, -3.5629, 0.2808)
H (3.4257, -5.5079, -0.4647)
H (2.0764, -7.5087, -0.6962)
H (-0.1914, -7.3794, -1.6740)
H (-1.0612, -5.1934, -2.4764)
N (1.4937, 1.0890, -1.6694)
C (2.0639, 2.0896, -1.7742)
N (2.6275, 3.2485, -1.8309)
C (2.5425, 4.0593, -3.0415)
C (2.5505, 5.5400, -2.6409)
O (3.6687, 5.8486, -1.8457)
C (3.6728, 5.0999, -0.6553)
C (3.7354, 3.5949, -0.9467)
H (1.6295, 3.8044, -3.5823)
H (3.4091, 3.8562, -3.6823)
H (1.6244, 5.7918, -2.1017)
H (2.6234, 6.1656, -3.5318)
H (2.7765, 5.3329, -0.0596)
H (4.5589, 5.4093, -0.0987)
H (3.6605, 3.0159, -0.0249)
H (4.6877, 3.3654, -1.4404)